Record 1
Density functional theory data (ωB97M-V with the def2-TZVPD basis set) for C48H41BrN9O3STi as an isolated structure at a distorted geometry.

- LUMO energy: -3.581 eV
- Total charge: +1
- Relative energy (zero: lowest compared OMol25 entry of this formula, charge and spin): 13.0 kcal/mol
- HOMO level: -9.52 eV

Atoms and positions in Å:
Ti (0.4235, -0.0267, 0.6390)
C (5.1284, 2.5505, 4.3589)
C (3.8310, 1.9128, 3.9486)
C (3.4818, 0.6306, 4.3732)
C (2.3077, 0.0321, 3.9586)
C (1.4098, 0.7009, 3.1255)
N (0.2445, 0.0956, 2.5994)
C (-0.7347, -0.3790, 3.4745)
C (-0.5513, -0.3609, 4.8664)
C (-1.4955, -0.8337, 5.7516)
C (-2.7084, -1.3400, 5.3010)
C (-3.7345, -1.9025, 6.2435)
C (-2.9406, -1.2904, 3.9389)
C (-1.9967, -0.8134, 3.0317)
N (-2.4030, -0.7394, 1.6606)
C (-3.6187, -1.0361, 1.1557)
C (-3.6667, -0.6209, -0.1520)
C (-2.4119, -0.0807, -0.3963)
N (-1.6603, -0.1389, 0.7037)
C (1.7454, 2.0013, 2.7403)
C (2.9458, 2.5861, 3.1196)
N (0.8301, 2.7512, 1.9565)
C (0.5555, 4.0727, 2.0323)
C (-0.5229, 4.3188, 1.2198)
C (-0.8567, 3.0702, 0.6783)
N (-0.0480, 2.1321, 1.1385)
H (5.7048, 1.8902, 5.0043)
H (4.9538, 3.4812, 4.9000)
H (5.7390, 2.7897, 3.4866)
H (4.1565, 0.0835, 5.0203)
H (2.0781, -0.9822, 4.2591)
H (0.3574, 0.0537, 5.2710)
H (-1.2869, -0.7958, 6.8137)
H (-3.6323, -1.4680, 7.2369)
H (-3.6218, -2.9839, 6.3435)
H (-4.7471, -1.7080, 5.8908)
H (-3.9032, -1.6271, 3.5849)
H (-4.3769, -1.5165, 1.7430)
H (-4.4811, -0.7290, -0.8448)
H (-1.9975, 0.2766, -1.3308)
H (3.1948, 3.5762, 2.7551)
H (1.1178, 4.7216, 2.6812)
H (-1.0076, 5.2631, 1.0493)
H (-1.6356, 2.8148, -0.0209)
N (-1.2702, 2.7059, -2.8566)
C (-0.3453, 1.7347, -2.5498)
S (-0.3834, 0.2726, -3.3882)
N (0.5022, 2.1450, -1.6104)
N (1.2811, 1.2706, -0.9395)
C (2.5535, 1.4742, -0.9313)
C (3.2026, 2.5247, -1.7497)
C (3.0273, 3.8635, -1.4125)
C (3.6474, 4.8511, -2.1590)
C (4.4325, 4.5083, -3.2528)
C (4.5986, 3.1756, -3.5976)
C (3.9887, 2.1830, -2.8432)
C (3.3463, 0.5804, -0.0751)
C (4.7321, 0.6165, -0.0591)
C (5.4218, -0.3106, 0.7054)
C (4.7065, -1.2372, 1.4423)
C (3.3248, -1.1797, 1.4131)
N (2.6485, -0.2989, 0.6742)
H (-1.7052, 2.6115, -3.7590)
H (-1.0359, 3.6440, -2.5681)
H (2.3883, 4.1258, -0.5774)
H (3.5104, 5.8914, -1.8951)
H (4.9099, 5.2818, -3.8394)
H (5.1986, 2.9061, -4.4563)
H (4.1070, 1.1417, -3.1195)
H (5.2505, 1.3583, -0.6483)
H (6.5037, -0.3063, 0.7217)
H (5.1960, -1.9865, 2.0476)
H (2.7224, -1.8577, 1.9980)
C (-0.8169, -4.1340, 2.4808)
C (0.3299, -3.6266, 1.6571)
O (0.6010, -2.4294, 1.6589)
C (1.0947, -4.5868, 0.8208)
C (0.8138, -5.9538, 0.8491)
C (1.5061, -6.8268, 0.0266)
C (2.4813, -6.3426, -0.8353)
C (2.7640, -4.9842, -0.8759)
C (2.0739, -4.1133, -0.0514)
H (-1.2270, -3.3195, 3.0705)
H (-0.4951, -4.9387, 3.1432)
H (-1.5867, -4.5324, 1.8171)
H (0.0468, -6.3435, 1.5039)
H (1.2799, -7.8842, 0.0515)
H (3.0150, -7.0250, -1.4838)
H (3.5059, -4.6028, -1.5653)
H (2.2610, -3.0515, -0.1077)
Br (2.7812, -5.6803, -5.2407)
C (1.8185, -4.6240, -4.0063)
C (0.6104, -5.0913, -3.5118)
C (-0.0779, -4.3214, -2.5899)
C (0.4384, -3.0999, -2.1729)
C (1.6422, -2.6366, -2.6934)
C (2.3387, -3.3988, -3.6142)
C (-0.2816, -2.3715, -1.1014)
O (-1.2904, -2.7723, -0.5729)
O (0.3426, -1.2562, -0.6740)
H (0.2200, -6.0440, -3.8403)
H (-1.0142, -4.6675, -2.1734)
H (2.0177, -1.6702, -2.3900)
H (3.2717, -3.0477, -4.0323)

Results of the Mulliken charge analysis, in e, for atoms 1 through 6: atom 1 (Ti): -1.40, atom 2 (C): -1.68, atom 3 (C): 0.43, atom 4 (C): -1.17, atom 5 (C): 0.11, atom 6 (C): -0.56

***

Record 2
Density functional theory data (ωB97M-V with the def2-TZVPD basis set) for C48H41F9GeN4O8Ti as an isolated structure.

- LUMO energy (spin up / spin down): 2.376 / 2.375 eV
- Total charge: -1
- Relative energy (zero: lowest compared OMol25 entry of this formula, charge and spin): 0.0 kcal/mol
- Multiplicity: 2
- HOMO level (spin up / spin down): -4.90 / -4.82 eV

Atoms and positions in Å:
Ti (0.3170, -0.2150, -0.1335)
C (3.3443, 2.1431, -1.1878)
C (3.5046, 0.8102, -0.5577)
N (2.5392, 0.0053, -0.1552)
C (3.1430, -1.1265, 0.3249)
C (4.4971, -1.0143, 0.2196)
N (4.7004, 0.2216, -0.3404)
C (5.6434, -1.8874, 0.5535)
O (5.3579, -3.0653, 1.0695)
O (6.7743, -1.5065, 0.3377)
C (2.2653, -2.2419, 0.7481)
O (2.7393, -3.2844, 1.2089)
O (1.0223, -1.9935, 0.5555)
H (3.0220, 2.8789, -0.4507)
H (2.5755, 2.0832, -1.9580)
H (4.2785, 2.4650, -1.6461)
H (5.6158, 0.5916, -0.5440)
H (4.3644, -3.2050, 1.1621)
O (-2.8392, 1.6558, 0.2398)
C (-2.8156, 0.8520, -0.9331)
C (-2.8782, -0.6114, -0.5865)
C (-4.0770, -1.2993, -0.6637)
C (-4.1374, -2.6224, -0.2619)
C (-2.9858, -3.2185, 0.2133)
C (-1.8205, -2.4747, 0.2568)
N (-1.7523, -1.1985, -0.1461)
H (-1.9485, 1.6573, 0.6235)
H (-1.9309, 1.0531, -1.5357)
H (-3.6921, 1.1276, -1.5195)
H (-4.9566, -0.7811, -1.0214)
H (-5.0704, -3.1703, -0.3009)
H (-2.9765, -4.2406, 0.5641)
H (-0.9007, -2.9050, 0.6258)
C (-5.2415, 7.1413, 1.7781)
C (-3.7905, 7.3555, 1.4377)
C (-3.1862, 8.5720, 1.7331)
C (-1.8451, 8.7857, 1.4544)
C (-1.1089, 7.7878, 0.8435)
C (-1.6999, 6.5649, 0.5351)
N (-0.8969, 5.5700, -0.0593)
C (-1.1913, 4.9166, -1.2350)
C (-2.0793, 5.4685, -2.1663)
C (-2.3483, 4.8157, -3.3553)
C (-1.7511, 3.5969, -3.6559)
C (-0.9017, 3.0242, -2.7247)
C (-0.6197, 3.6615, -1.5212)
C (0.2492, 2.9797, -0.5172)
O (1.0208, 3.6113, 0.2000)
O (0.0826, 1.6973, -0.4438)
C (-3.0435, 6.3227, 0.8549)
C (-3.6708, 4.9775, 0.6154)
H (-5.6979, 8.0698, 2.1195)
H (-5.3576, 6.3973, 2.5696)
H (-5.8041, 6.7785, 0.9160)
H (-3.7746, 9.3565, 2.1947)
H (-1.3813, 9.7337, 1.6957)
H (-0.0686, 7.9389, 0.5846)
H (-0.0729, 5.2398, 0.4256)
H (-2.5414, 6.4233, -1.9485)
H (-3.0296, 5.2723, -4.0636)
H (-1.9556, 3.0940, -4.5916)
H (-0.4458, 2.0595, -2.9168)
H (-4.2574, 4.9649, -0.3080)
H (-4.3367, 4.7094, 1.4355)
H (-2.9259, 4.1897, 0.5312)
C (1.7757, 0.1959, 3.4731)
Ge (0.0051, 0.1326, 2.5590)
C (-0.9583, 1.6351, 3.4592)
C (-1.6911, 1.4569, 4.6355)
C (-2.3722, 2.5102, 5.2303)
C (-2.3328, 3.7779, 4.6627)
C (-1.5966, 3.9835, 3.5055)
C (-0.9191, 2.9206, 2.9167)
C (-0.8252, -1.4961, 3.3767)
C (0.0086, -2.4686, 3.8736)
C (-0.4755, -3.7023, 4.3652)
C (-1.8136, -3.9623, 4.3758)
C (-2.7270, -3.0019, 3.8750)
C (-4.1211, -3.2588, 3.8520)
C (-4.9951, -2.3488, 3.3306)
C (-4.5095, -1.1347, 2.7995)
C (-3.1723, -0.8596, 2.8168)
C (-2.2317, -1.7744, 3.3613)
H (1.6609, 0.1172, 4.5564)
H (2.2463, 1.1535, 3.2410)
H (2.4467, -0.5973, 3.1353)
H (-1.7419, 0.4727, 5.0893)
H (-2.9393, 2.3418, 6.1388)
H (-2.8686, 4.5997, 5.1233)
H (-1.5497, 4.9706, 3.0576)
H (-0.3265, 3.1023, 2.0294)
H (1.0798, -2.3041, 3.8842)
H (0.2270, -4.4398, 4.7348)
H (-2.1970, -4.9022, 4.7577)
H (-4.4807, -4.1995, 4.2553)
H (-6.0583, -2.5573, 3.3197)
H (-5.1974, -0.4170, 2.3693)
H (-2.8203, 0.0746, 2.4021)
F (-1.4127, -0.0859, -4.0997)
C (-0.8293, -1.2883, -4.0617)
F (-0.6603, -1.6911, -5.3313)
F (-1.6994, -2.1287, -3.4850)
C (0.5049, -1.2239, -3.2439)
O (0.3269, -0.4797, -2.1550)
C (0.9427, -2.6790, -2.8929)
F (0.1636, -3.1931, -1.9438)
F (0.8899, -3.5058, -3.9508)
F (2.2016, -2.6928, -2.4311)
C (1.6071, -0.5658, -4.1355)
F (2.0429, -1.3470, -5.1341)
F (1.1419, 0.5666, -4.6847)
F (2.6725, -0.2332, -3.3982)

Results of the Mulliken charge analysis, in e, for atoms 1 through 6: atom 1 (Ti): 0.73, atom 2 (C): -1.22, atom 3 (C): -0.25, atom 4 (N): 0.97, atom 5 (C): -1.25, atom 6 (C): 0.56